No. 1
The following is a quantum chemistry calculation of a 3-piece molecular cluster, C22H42N5O6P overall, from the Open Molecules 2025 dataset.

For the strongest force on any atom, the calculation gives 0.01895 hartree/bohr. Its SMILES is CCNc1cc([PH2]=N)c2c(c1)C(=O)NC2=O.COCCNCCOC.COCCNCCOC. The total energy is -52515.70144 eV.

Structure (XYZ):
```
76
Properties=species:S:1:pos:R:3:forces:R:3
C -2.741453 0.171167 1.416158 -0.24 -0.22 -0.02
C -2.263498 -1.206787 0.918107 -0.11 -0.02 -0.11
N -0.843538 -1.493904 1.132384 0.09 0.22 0.20
C 0.078446 -0.553957 0.695207 -0.11 -0.02 -0.27
C -0.032563 -0.014752 -0.611082 0.05 -0.06 0.27
C 0.884724 0.894653 -1.105795 0.03 0.10 0.09
P 0.772890 1.498934 -2.809277 0.42 -0.30 -0.42
N 1.733802 0.817741 -3.832957 -0.30 0.33 0.12
C 1.910575 1.312805 -0.257094 0.00 -0.17 0.28
C 2.011802 0.796550 1.028102 -0.12 0.00 -0.45
C 1.126876 -0.142227 1.520598 0.25 -0.04 -0.05
C 3.188052 1.435129 1.680374 0.01 0.11 -0.02
O 3.787194 1.035172 2.631858 -0.08 0.28 0.26
N 3.564115 2.604274 0.885805 -0.47 -0.80 -0.28
C 3.014262 2.286682 -0.447909 0.12 -0.07 0.30
O 3.479477 2.702227 -1.464541 -0.27 0.38 -0.12
H -1.950674 0.732059 1.914754 0.07 -0.01 -0.10
H -3.558232 0.061046 2.132030 0.04 0.01 -0.02
H -3.135353 0.734905 0.573080 0.06 0.17 0.16
H -2.470945 -1.297739 -0.148813 -0.01 -0.05 0.02
H -2.835346 -2.001037 1.396832 0.14 -0.06 0.00
H -0.644048 -1.792661 2.076056 -0.06 0.00 0.02
H -0.852921 -0.345579 -1.238428 0.04 0.03 0.01
H 0.847443 2.895547 -2.657535 -0.14 0.04 0.08
H -0.597474 1.267386 -3.049022 -0.07 0.04 0.11
H 2.364866 1.486284 -4.258734 0.15 -0.19 -0.02
H 1.246629 -0.536592 2.523385 -0.03 -0.02 -0.01
H 2.975790 3.363134 1.234995 0.53 0.33 0.10
C 4.697452 -1.826997 4.435268 -0.06 0.02 0.02
O 3.970216 -2.430212 3.380994 0.08 0.00 0.04
C 4.408463 -2.045805 2.082484 -0.14 0.00 -0.15
C 4.975285 -3.232716 1.336619 0.08 -0.09 0.15
N 6.236143 -3.661435 1.926074 -0.12 -0.05 -0.01
C 6.765809 -4.907777 1.386565 0.09 0.09 0.08
C 5.969096 -6.182910 1.635681 0.05 -0.08 -0.14
O 5.914945 -6.567735 2.996192 -0.05 0.04 0.03
C 4.847928 -6.020329 3.745585 0.06 -0.08 0.05
H 4.227035 -2.135393 5.367852 0.00 -0.02 -0.01
H 5.744172 -2.150677 4.445896 0.01 0.03 -0.01
H 4.664332 -0.737066 4.363179 0.02 0.00 0.00
H 5.141036 -1.238094 2.144187 0.05 -0.03 0.02
H 3.537474 -1.669862 1.536923 0.02 0.01 0.00
H 5.149859 -2.948815 0.294582 0.00 -0.01 -0.01
H 4.213228 -4.025757 1.346606 -0.05 0.04 -0.08
H 6.108855 -3.764103 2.925099 0.04 0.02 0.01
H 7.762281 -5.052378 1.811203 0.00 -0.02 -0.02
H 6.896373 -4.788214 0.306136 -0.02 0.00 -0.01
H 6.478462 -6.996093 1.111703 -0.01 -0.01 0.02
H 4.955720 -6.123277 1.220015 -0.01 0.06 0.04
H 3.961668 -5.860889 3.124845 -0.01 0.03 0.00
H 5.118810 -5.073226 4.221141 -0.05 0.04 -0.04
H 4.600518 -6.733094 4.532438 0.00 -0.01 -0.01
C -8.348983 3.302795 -3.930737 0.02 -0.02 -0.06
O -7.021237 3.401345 -4.405133 -0.05 -0.02 0.13
C -6.424758 4.678366 -4.213673 0.06 0.05 -0.14
C -5.253706 4.577764 -3.262577 -0.05 -0.11 0.10
N -5.707984 4.277383 -1.911745 0.07 -0.07 -0.09
C -4.640709 3.982601 -0.964915 -0.14 0.03 0.05
C -3.812614 2.724883 -1.198965 0.14 0.05 0.09
O -4.541582 1.518499 -1.046235 0.00 0.08 -0.17
C -5.192657 1.051894 -2.216355 -0.03 -0.13 0.12
H -8.715166 2.314003 -4.200699 0.01 -0.01 0.00
H -8.406395 3.416251 -2.842444 -0.02 0.05 0.00
H -8.994016 4.054490 -4.395913 -0.02 0.01 0.02
H -7.161107 5.395830 -3.840652 0.01 -0.01 0.05
H -6.066818 5.031429 -5.184850 -0.03 -0.01 -0.01
H -4.718046 5.531446 -3.252092 0.02 0.00 0.01
H -4.571128 3.813147 -3.660559 0.04 0.06 -0.06
H -6.340923 3.488311 -1.950202 -0.03 0.02 0.03
H -5.092838 3.900723 0.026594 0.03 0.00 0.01
H -3.960786 4.840107 -0.932832 0.01 0.00 -0.02
H -3.029403 2.705869 -0.434554 0.00 -0.02 -0.01
H -3.304617 2.735959 -2.171284 -0.08 0.01 -0.04
H -4.637893 1.319394 -3.119238 -0.01 0.02 -0.02
H -6.213055 1.434491 -2.299233 0.02 0.05 -0.07
H -5.249639 -0.034591 -2.147512 0.02 0.00 0.00
```
Forces are in eV/Å.

These are the Löwdin partial charges, in e, on atoms 1 to 2: atom 1 (C): -0.0617, atom 2 (C): -0.2304



No. 2
The following is a quantum chemistry calculation of a 6-piece molecular cluster, C22H43ClNO16 overall at a distorted geometry, from the Open Molecules 2025 dataset.

For the strongest force on any atom, the calculation gives 0.06070 hartree/bohr. Its charge is -1. The total energy is -70284.64652 eV.

Structure (XYZ):
```
83
Properties=species:S:1:pos:R:3:forces:R:3
N -7.168284 -7.456100 2.776632 0.59 0.19 -0.05
C -6.299779 -8.412429 2.113810 -1.72 0.82 -1.01
C -5.287531 -7.546311 1.357604 -1.55 -2.28 1.46
O -4.355338 -7.084998 1.887049 2.22 1.52 -0.06
Cl -5.676124 -7.224888 -0.398492 -0.07 0.32 -0.40
H -7.649073 -6.996260 1.997445 -0.26 -0.03 0.20
H -5.773510 -9.047202 2.825859 0.20 -0.01 -0.05
H -6.918085 -8.988249 1.398760 0.70 -0.53 -0.12
C -0.953665 -6.919588 2.062261 0.40 0.08 0.09
C -1.309569 -6.324544 0.718165 -0.48 -0.48 0.27
O -0.588826 -5.091609 0.487426 0.14 0.12 -0.23
C 0.676725 -5.220892 0.116021 -0.23 -0.12 0.26
O 1.274214 -6.249859 -0.062672 0.10 0.10 -0.10
O 1.197833 -3.986529 -0.021207 0.37 -0.49 0.20
C 2.588920 -3.983964 -0.342465 0.20 0.15 -0.05
H -1.103603 -6.186597 2.855926 -0.19 -0.03 -0.02
H -1.571300 -7.792306 2.267359 -0.12 0.08 -0.04
H 0.094710 -7.222026 2.095684 -0.02 -0.05 -0.10
H -2.367407 -6.070998 0.700929 0.07 0.22 -0.01
H -1.130552 -7.027743 -0.094841 0.22 0.12 -0.03
H 2.793282 -4.601459 -1.214822 -0.02 -0.10 0.08
H 3.171681 -4.327895 0.511270 0.01 -0.11 -0.06
H 2.863805 -2.954914 -0.566619 -0.17 0.04 0.05
C -1.100519 1.591535 -4.553505 -0.06 -0.28 -0.05
C -0.378272 1.847316 -3.246733 0.02 0.38 -0.43
O -0.876025 1.002576 -2.203477 0.10 0.00 0.20
C -0.434035 -0.260846 -2.228089 -0.22 -0.11 -0.01
O 0.340167 -0.717604 -3.031970 0.08 0.09 0.03
O -1.007261 -0.922171 -1.229084 0.05 0.13 -0.09
C -0.682877 -2.325592 -1.189436 -0.44 0.01 -0.10
H -2.178921 1.681388 -4.416591 0.02 0.14 0.01
H -0.778792 2.303925 -5.314390 -0.01 0.04 0.04
H -0.903828 0.583836 -4.920123 0.09 0.03 0.01
H -0.559859 2.872386 -2.925642 -0.10 -0.11 0.26
H 0.698986 1.724774 -3.354040 -0.04 -0.16 0.07
H 0.380928 -2.472585 -1.205232 0.11 0.17 -0.18
H -1.153575 -2.834934 -2.031019 0.08 0.05 -0.03
H -1.083877 -2.729243 -0.267086 -0.06 0.21 0.06
C 7.612920 3.526720 -3.549741 -0.06 -0.19 -0.20
C 6.386285 3.933466 -2.759729 0.44 0.08 0.18
O 5.189584 3.783658 -3.533588 -0.13 0.03 0.05
C 4.730815 2.534029 -3.641724 0.02 0.04 -0.09
O 5.219305 1.554411 -3.141505 -0.03 0.04 0.01
O 3.641647 2.559974 -4.410865 -0.02 0.03 0.04
C 3.082951 1.270296 -4.681173 -0.17 -0.27 -0.09
H 7.653066 4.067174 -4.496802 0.03 0.11 0.07
H 8.520195 3.737123 -2.982784 -0.02 0.04 0.01
H 7.593191 2.462736 -3.783949 -0.01 -0.01 0.11
H 6.446461 4.990124 -2.503051 -0.22 0.03 -0.12
H 6.307293 3.375139 -1.826768 -0.09 -0.13 -0.10
H 2.900086 0.717080 -3.762404 0.11 -0.03 -0.01
H 3.743463 0.708028 -5.340191 0.06 -0.05 0.12
H 2.133861 1.423138 -5.188129 0.06 0.22 0.00
C -1.132683 8.226729 0.351559 0.16 -0.19 0.11
C -2.366237 7.668611 -0.327717 0.02 0.44 0.13
O -2.145413 6.336735 -0.805003 -0.10 -0.06 -0.07
C -2.199447 5.378546 0.126926 0.12 -0.05 -0.04
O -2.429633 5.543345 1.296604 -0.04 0.02 -0.05
O -1.942937 4.214059 -0.466149 -0.07 0.02 -0.04
C -1.884863 3.094093 0.426648 0.09 -0.38 0.15
H -0.267572 8.153854 -0.309409 -0.06 0.09 -0.07
H -1.284802 9.272043 0.622544 -0.02 0.00 -0.04
H -0.897276 7.667812 1.256779 -0.10 0.02 0.02
H -2.605440 8.266020 -1.206569 0.02 -0.20 -0.13
H -3.233863 7.696588 0.331912 0.06 -0.16 0.06
H -2.781407 3.029991 1.039749 0.05 0.16 0.06
H -0.996541 3.167188 1.053732 -0.11 0.07 0.12
H -1.810612 2.193755 -0.177776 0.01 0.17 -0.22
C 0.560303 1.159576 7.016004 0.15 -0.18 -0.16
C -0.430480 1.976736 6.212995 -0.05 -0.03 0.48
O -0.026624 2.093934 4.843232 -0.06 0.08 -0.11
C -0.264292 1.019945 4.084771 0.09 0.02 0.04
O -0.788552 0.000142 4.445498 0.00 0.04 -0.02
O 0.193001 1.273734 2.856373 -0.03 0.06 -0.02
C 0.076901 0.174056 1.947411 -0.01 -0.19 -0.28
H 1.567177 1.566135 6.906783 -0.04 0.10 0.07
H 0.290037 1.160815 8.072341 -0.01 0.04 -0.01
H 0.588005 0.126790 6.669912 -0.11 0.00 0.02
H -0.470897 2.993581 6.601154 0.06 0.07 -0.23
H -1.436700 1.562495 6.277905 0.05 -0.11 -0.14
H -0.942020 -0.205882 1.915113 0.03 -0.05 0.12
H 0.769832 -0.618778 2.227235 -0.12 -0.06 0.08
H 0.341145 0.536857 0.957183 0.04 0.21 0.11
```
Forces are in eV/Å.

These are the Löwdin partial charges, in e, on atoms 1 to 2: atom 1 (N): -0.1734, atom 2 (C): -0.4835



No. 3
The following is a quantum chemistry calculation of C22H43CoN2P3S as an isolated structure at a distorted geometry, from the Open Molecules 2025 dataset.

For the strongest force on any atom, the calculation gives 0.08485 hartree/bohr. Its spin multiplicity is 5. Its charge is +3. The total energy is -102793.40487 eV.

Structure (XYZ):
```
72
Properties=species:S:1:pos:R:3:forces:R:3
Co -0.464045 0.030962 0.883754 -1.12 2.66 0.68
P 0.208831 -1.800871 1.624267 1.26 -3.69 1.95
P 1.126354 0.678667 -0.291739 3.13 1.08 -1.91
P -1.411184 -1.640677 -2.830736 -0.87 0.17 0.24
H -5.719198 0.430833 -0.370251 0.52 -0.71 -0.36
C -5.077006 -0.354156 -0.818936 -0.82 0.07 -0.27
C -4.379777 -1.251626 -0.064946 0.20 0.52 0.98
H -4.634719 -1.247325 1.002484 0.41 -0.48 -0.40
C 0.083021 -1.931003 3.449301 -0.30 0.03 -0.02
C 1.945488 -2.384579 1.404317 -0.34 0.24 -0.11
C -0.689573 -3.236073 0.930022 -0.24 -0.04 0.06
C 0.747759 2.099140 -1.374096 0.25 0.14 -0.02
C 2.433885 1.162084 0.909639 -0.24 0.30 -0.25
C 2.094172 -0.402056 -1.388991 -0.02 -0.14 -0.12
C -3.045398 -2.247362 -3.243711 0.06 -0.27 -0.26
C -0.279763 -3.040413 -2.772115 0.44 -0.34 -0.02
C -0.986754 -0.370112 -4.028121 0.34 0.03 -0.18
H -5.031532 -0.423726 -1.895208 -0.16 0.34 -0.10
H -3.759459 -2.043944 -0.493120 -0.59 0.09 0.21
H -0.787025 -1.375391 3.824195 0.16 -0.32 -0.03
H 0.993018 -1.492039 3.882922 -0.22 -0.18 -0.06
H 0.007848 -2.987100 3.740914 0.07 0.28 0.02
H 2.646058 -1.548328 1.463036 0.04 -0.39 0.00
H 2.043014 -2.904313 0.444321 0.11 0.11 0.24
H 2.145682 -3.089617 2.218064 0.05 0.08 -0.20
H -1.743925 -3.192339 1.242474 0.28 -0.10 -0.16
H -0.238660 -4.175523 1.292160 -0.20 0.35 -0.13
H -0.621852 -3.212706 -0.172322 -0.07 -0.03 0.53
H 1.615187 2.342966 -2.006248 -0.27 -0.02 0.19
H 0.494891 2.970728 -0.761351 0.18 -0.17 -0.37
H -0.113346 1.846826 -2.011448 0.24 0.12 0.19
H 3.355331 1.334381 0.343201 -0.03 -0.02 0.27
H 2.578325 0.362089 1.648902 0.04 0.36 -0.26
H 2.140883 2.072770 1.441515 0.13 -0.15 -0.11
H 2.926132 0.185785 -1.800128 -0.20 -0.22 -0.01
H 1.469251 -0.779868 -2.205728 0.26 0.08 0.07
H 2.505858 -1.247513 -0.827354 -0.07 0.22 -0.23
H -3.044121 -2.423287 -4.333398 -0.42 -0.08 0.45
H -3.789039 -1.490162 -2.948248 0.30 -0.37 -0.40
H -3.229963 -3.185662 -2.692007 -0.05 0.34 -0.36
H 0.014318 -3.270972 -3.814394 -0.07 0.07 0.45
H -0.797829 -3.928991 -2.360674 0.16 0.51 -0.24
H 0.632932 -2.861375 -2.172155 -0.48 0.04 -0.42
H -1.188249 -0.825331 -5.015045 0.27 0.38 0.25
H 0.074611 -0.077591 -3.939345 -0.47 -0.14 -0.20
H -1.617628 0.529820 -3.904010 0.20 -0.53 -0.01
C -3.119015 1.759407 -0.063189 -0.96 0.27 0.14
C -3.244475 2.234468 -1.373436 0.38 0.39 0.40
C -3.547511 3.579884 -1.546929 -0.26 0.06 -0.03
C -3.858209 4.386471 -0.441317 0.37 0.29 0.16
C -3.865087 3.873862 0.859926 -0.23 -0.01 -0.23
C -3.574691 2.525534 1.026986 0.32 -0.35 0.00
S -2.479139 0.161422 0.216040 -2.71 -0.33 -0.14
H -1.703445 -0.998808 -1.596324 0.82 -0.35 -0.24
H -3.113979 1.548979 -2.210799 0.28 0.34 0.08
H -3.526833 4.008876 -2.546594 -0.25 -0.06 0.20
H -4.076202 5.445865 -0.581150 0.06 -0.30 -0.11
H -4.046957 4.526911 1.735010 -0.23 -0.57 -0.72
H -3.661339 2.035150 1.994699 0.30 0.26 -0.03
N -0.293922 5.112159 4.377153 -0.15 -0.87 -0.44
C -0.424083 3.977167 3.636379 0.20 0.99 0.54
C -1.058044 4.027674 2.377259 0.54 -0.29 -0.69
C -0.788021 2.996910 1.489152 -0.76 0.24 0.86
N -0.454239 1.771489 1.955174 0.39 -0.66 -0.11
C -0.107190 1.617830 3.255936 0.25 1.26 0.19
C 0.085596 2.732038 4.064720 -0.04 -1.10 -0.02
H -0.634534 5.991697 4.017920 0.12 -0.12 0.08
H 0.322468 5.146101 5.175782 -0.24 -0.06 0.00
H -1.686884 4.866955 2.089021 0.71 0.15 -0.15
H -0.898761 3.122257 0.402560 -0.50 -0.16 0.83
H 0.061047 0.586563 3.585029 0.12 0.68 0.04
H 0.584459 2.616692 5.025698 -0.35 0.07 -0.10
```
Forces are in eV/Å.

These are the Löwdin partial charges, in e, on atoms 1 to 2: atom 1 (Co): 0.0373, atom 2 (P): 0.7248



Look up the strongest force on any atom of the third one. 0.08485 hartree/bohr



Which of these has the highest strongest force on any atom? C22H43CoN2P3S



strongest force on any atom of number 3 (C22H43CoN2P3S)? 0.08485 hartree/bohr